Entry 1:
Molecular formula: C11H25AgBr2F2N3O3
Method: DFT, ωB97M-V with the def2-TZVPD basis set

```
47
Properties=species:S:1:pos:R:3:forces:R:3:nbo_charge:R:1
Ag -0.15334 -1.08763 1.19437 0.20 -0.89 1.82 0.936
F -1.05291 -2.54118 2.87777 -0.28 0.25 -0.71 -0.961
F 1.07039 -0.34679 3.27674 0.31 0.54 -0.69 -0.964
Br -3.34104 -0.23477 -1.78488 0.23 0.39 0.07 -0.018
C -2.41607 1.48682 -1.59936 -0.03 0.16 0.00 -0.437
C -0.92457 1.30132 -1.69596 -0.22 -0.05 -0.14 -0.414
Br -0.15787 3.12390 -1.73374 0.00 -0.43 0.12 -0.064
H -2.65673 1.90623 -0.62726 -0.13 -0.26 0.05 0.233
H -2.78914 2.15403 -2.37184 -0.08 -0.20 -0.10 0.211
H -0.62121 0.82188 -2.62225 0.04 0.08 0.00 0.214
H -0.54507 0.74605 -0.84320 0.27 0.22 0.09 0.265
C 2.49007 0.51296 0.64521 0.70 -0.61 -0.32 0.541
O 1.61492 -0.03919 -0.00390 0.33 0.37 -0.53 -0.694
N 3.44972 1.33842 0.12013 -1.16 -0.36 1.56 -0.443
C 4.10034 2.18694 1.13074 1.58 -0.08 -1.90 -0.411
C 3.47793 1.69905 -1.28376 -0.20 0.19 0.80 -0.419
H 2.69823 0.27071 1.69714 -0.82 0.12 0.24 0.199
H 3.92630 3.24510 0.91586 -0.09 -0.01 0.05 0.184
H 5.15420 1.95458 0.92213 0.23 0.70 0.69 0.181
H 3.88603 1.99692 2.17513 -0.47 -0.49 -0.16 0.242
H 3.06844 0.86748 -1.85125 -0.17 0.10 -0.03 0.227
H 2.86550 2.59355 -1.39229 0.00 0.08 -0.58 0.200
H 4.50004 1.88685 -1.61466 0.05 0.06 0.10 0.188
C -2.32473 0.63459 2.57252 0.01 -0.19 1.63 0.575
O -1.84495 0.45921 1.47641 -0.80 0.85 -0.71 -0.678
N -3.53160 1.18808 2.87244 -0.98 -0.08 0.18 -0.440
C -4.53266 1.46350 1.85327 0.83 -0.24 -0.16 -0.415
C -4.13622 0.96799 4.19521 0.94 -0.06 -0.49 -0.406
H -1.83244 0.38648 3.52475 0.63 -0.35 -0.42 0.167
H -5.29071 2.13878 2.24615 0.03 0.03 0.01 0.190
H -4.99326 0.52602 1.53072 -0.15 0.10 -0.17 0.199
H -4.01500 1.93025 1.01718 -0.26 -0.05 -0.15 0.209
H -4.80694 0.10687 4.17938 -0.37 0.21 -0.10 0.191
H -3.38023 0.70646 4.93514 0.17 0.25 -0.10 0.226
H -4.61834 1.90665 4.45842 -0.31 -0.20 0.35 0.186
C 0.09189 -3.11135 -1.80293 0.47 -0.26 0.63 0.539
O -0.01093 -2.63574 -0.69235 -0.57 -0.23 -0.63 -0.609
N 1.26020 -3.14637 -2.47649 1.01 -0.50 -0.50 -0.430
C 1.45803 -3.77523 -3.76949 0.28 0.70 0.21 -0.401
C 2.48925 -2.67228 -1.85468 -0.26 0.67 -0.10 -0.431
H -0.70620 -3.64085 -2.34669 -0.27 0.22 0.03 0.107
H 1.87967 -2.97527 -4.38548 -0.18 -0.31 -0.57 0.189
H 0.55372 -4.19499 -4.20437 -0.15 0.23 0.10 0.208
H 2.21438 -4.56287 -3.72356 -0.05 -0.10 0.19 0.187
H 3.28180 -3.42128 -1.88904 -0.27 -0.37 0.42 0.184
H 2.93606 -1.81863 -2.37799 -0.38 0.11 -0.27 0.181
H 2.21505 -2.30322 -0.86936 0.33 -0.31 0.20 0.277
```
Positions in Å, forces in eV/Å.

For the energy above the lowest of the compared OMol25 structures with the same formula, charge and spin, the calculation gives 0.793 eV. The net charge is -1. Its frontier orbital gap is 5.7191 eV. As for the HOMO energy: -3.34 eV. The calculation puts the total energy at -6318.8370 Ha. The value obtained for the LUMO energy is 2.38 eV. The calculation puts the max |F| at 0.0481 Eh/bohr.

***

Entry 2:
Molecular formula: C18H20N2O5S
Method: DFT, ωB97M-V with the def2-TZVPD basis set

```
46
Properties=species:S:1:pos:R:3:forces:R:3:nbo_charge:R:1
C -2.11262 6.16319 1.97114 0.34 1.90 -2.25 -0.715
C -0.85556 5.24125 1.85462 3.44 6.41 5.39 0.684
O 0.25028 5.54761 2.45895 -4.19 -0.34 -1.93 -0.626
N -0.96323 4.18967 1.13517 -0.75 1.42 0.11 -0.471
C -0.05793 3.33202 0.84259 11.10 -2.31 4.87 0.264
C 1.26593 3.34615 1.59249 -1.70 1.50 -0.86 -0.238
C 2.03079 2.27202 1.40579 5.95 -2.23 -0.86 -0.162
C 1.79609 1.25312 0.36860 -1.42 1.29 2.96 -0.417
C 0.51066 1.24903 -0.11820 -1.42 -4.66 -1.91 -0.029
C -0.41051 2.19736 0.19898 9.89 0.87 1.73 -0.210
C -1.59992 2.48616 -0.10277 -14.55 0.62 -8.40 -0.359
H -2.31375 1.77922 0.14304 -1.53 -1.94 0.63 0.236
H -2.02460 2.52640 -1.42638 1.76 -0.13 3.36 0.167
C -2.05783 3.76888 0.50428 -8.08 2.53 -3.03 -0.157
H -2.37197 4.61392 -0.41369 0.52 -2.31 2.65 0.195
H -3.03980 3.74377 1.27916 2.46 -0.34 -2.29 0.208
H -0.02467 0.29761 -0.66357 2.09 2.26 1.06 0.249
S 2.75261 -0.18925 0.23732 9.17 3.31 -0.80 2.161
O 4.31294 0.14024 0.23455 -5.69 -0.28 1.37 -0.937
O 2.47519 -0.84296 -0.95774 -2.13 -1.47 -3.48 -0.944
C 2.48764 -1.31325 1.45944 -0.07 -0.25 9.64 -0.751
C 2.14559 -2.67205 1.11275 -1.05 -0.18 -6.00 -0.512
C 0.92330 -2.54991 0.15610 -3.20 0.75 -1.24 0.717
O -0.08830 -1.83674 0.65347 4.22 -3.65 -3.45 -0.701
N 1.01189 -3.16147 -1.24441 -9.31 8.18 6.55 -0.619
H 1.64947 -3.74939 -1.44065 5.74 -5.33 -1.65 0.358
C -0.48612 -3.09151 -2.06126 13.55 -5.16 -9.79 -0.170
C -0.71229 -4.47278 -2.36595 -7.70 -0.23 3.49 0.253
C -1.93914 -5.13153 -1.67445 7.70 -3.99 -9.22 -0.257
C -2.00037 -6.43248 -2.48661 5.49 5.61 -1.45 -0.281
C -0.86007 -6.29273 -3.50656 -5.53 -0.10 3.77 0.066
O -0.31975 -5.04388 -3.49782 0.18 -1.81 1.44 -0.378
H -0.63898 -7.00217 -4.24226 0.68 -0.38 -1.11 0.202
H -2.73596 -7.15486 -2.40886 -0.89 -1.62 0.01 0.216
H -2.55110 -4.84657 -0.96434 -2.51 1.69 3.59 0.206
H -0.87967 -2.55613 -1.45637 -6.18 6.41 7.04 0.192
H 0.09757 -2.56439 -3.08210 -2.66 -0.94 2.78 0.225
H 2.86017 -3.17751 0.52931 1.61 -0.19 -1.09 0.218
H 1.91952 -3.44694 1.72054 -1.00 -1.43 3.42 0.252
H 3.46480 -1.37745 2.29474 -2.71 0.74 -2.69 0.292
H 1.52143 -1.09625 2.18408 2.46 0.55 -1.83 0.303
H 3.21992 2.24275 1.90178 -3.80 0.04 -1.37 0.249
H 1.65043 4.21079 2.20859 -0.98 -1.48 -0.91 0.296
H -2.03945 7.17396 2.52279 0.49 -2.29 -0.05 0.266
H -2.26908 6.66294 0.88847 -0.01 -1.67 1.95 0.234
H -2.99352 5.56416 2.25528 0.22 0.61 -0.16 0.227
```
Positions in Å, forces in eV/Å.

For the energy above the lowest of the compared OMol25 structures with the same formula, charge and spin, the calculation gives 17.206 eV. Its frontier orbital gap is 8.0948 eV. As for the HOMO energy: -8.27 eV. The calculation puts the total energy at -1581.2148 Ha. The value obtained for the LUMO energy is -0.17 eV. The calculation puts the max |F| at 0.3403 Eh/bohr.

***

Entry 3:
Molecular formula: C4H13NO3
Method: DFT, ωB97M-V with the def2-TZVPD basis set

```
21
Properties=species:S:1:pos:R:3:forces:R:3:nbo_charge:R:1
C -0.85343 1.54585 -0.11770 -2.14 -1.33 1.62 -0.637
C -0.98583 -0.00476 -0.07965 -0.52 -0.41 0.10 0.089
O -2.16306 -0.39475 0.60060 -1.42 -0.57 0.64 -0.750
C 0.22195 -0.79623 0.60498 1.49 1.98 -0.33 -0.085
N -0.05145 -1.84831 1.53115 -0.11 -2.09 -1.89 -0.844
C 1.34203 -1.23839 -0.40709 -0.55 0.00 -2.34 -0.062
O 2.48843 -1.72542 0.22237 -0.64 -2.36 3.40 -0.735
H -0.07215 1.77215 0.58033 0.97 0.96 -0.57 0.219
H -1.76550 2.07306 0.31673 0.85 -1.10 -0.26 0.226
H -0.91573 1.84680 -1.12962 1.05 0.63 -0.66 0.210
H -1.10443 -0.37659 -1.08984 0.37 -0.09 -0.54 0.149
H -2.99636 -0.38837 0.07508 1.39 0.26 0.24 0.480
H 0.80689 -0.03088 1.22622 -0.86 -0.82 -0.68 0.185
H -0.77545 -2.54904 1.30635 0.57 0.88 -0.28 0.375
H -0.22836 -1.52990 2.42073 -0.51 0.91 2.20 0.368
H 1.03778 -1.95606 -1.26709 -0.34 0.45 1.66 0.147
H 1.68956 -0.39665 -1.08619 -0.41 -0.28 1.26 0.174
H 2.20022 -2.37074 1.06185 0.59 2.61 -3.34 0.486
O 0.06852 3.71416 -1.92530 -3.46 -0.01 0.83 -0.933
H 0.12817 2.89471 -2.36903 0.54 -1.08 -0.76 0.467
H 0.85608 4.15895 -1.94814 3.14 1.46 -0.31 0.469
```
Positions in Å, forces in eV/Å.

For the energy above the lowest of the compared OMol25 structures with the same formula, charge and spin, the calculation gives 3.072 eV. Its SMILES is C[C@H](O)[C@@H](N)CO.O. Its frontier orbital gap is 10.0449 eV. As for the HOMO energy: -9.39 eV. The calculation puts the total energy at -440.6023 Ha. The value obtained for the LUMO energy is 0.66 eV. The calculation puts the max |F| at 0.0831 Eh/bohr.

***

Entry 4:
Molecular formula: C3H37O16
Method: DFT, ωB97M-V with the def2-TZVPD basis set

```
56
Properties=species:S:1:pos:R:3:forces:R:3:nbo_charge:R:1
C -0.91360 -0.41060 1.91286 1.20 -0.37 1.10 -0.642
C -0.38963 -0.56713 0.48039 -0.90 -0.04 -1.38 0.117
C -0.64596 -1.95865 -0.24161 -1.38 2.00 -0.56 -0.673
O -0.87480 0.46233 -0.34185 -0.11 -0.29 0.29 -1.049
H -2.00771 -0.44730 2.13748 0.78 -0.11 -0.71 0.201
H -0.46773 0.52708 2.35242 -0.64 -0.78 -0.62 0.228
H -0.42959 -1.21599 2.51004 -0.44 0.18 0.00 0.177
H 0.68849 -0.50266 0.51675 0.71 0.20 0.45 0.137
H -0.07645 -2.77945 0.10375 0.12 -1.15 1.10 0.192
H -0.35265 -1.90826 -1.30346 0.14 0.55 0.24 0.196
H -1.75170 -2.06570 -0.30467 0.65 -0.72 0.45 0.207
O 3.35532 1.14977 0.70838 0.63 0.66 0.02 -0.977
H 2.68328 0.66833 1.21448 0.13 0.55 0.03 0.497
H 3.28478 2.10372 0.94381 -0.48 -1.35 -0.15 0.477
O 0.83639 2.64090 0.48907 -0.30 0.06 0.86 -0.968
H 1.06977 2.99662 -0.35341 0.33 0.21 -0.91 0.453
H 0.08943 2.04649 0.30180 -0.03 -0.42 -0.06 0.496
O -3.50442 1.21362 0.46094 -1.22 -0.69 0.13 -1.012
H -3.13444 2.09961 0.41799 -0.19 0.43 0.18 0.480
H -2.73405 0.68109 0.27790 0.90 -0.48 -0.32 0.480
O 2.26203 0.92283 3.47798 0.96 1.13 0.73 -0.939
H 2.44231 0.01343 3.65288 0.21 -1.24 -0.08 0.490
H 2.95171 1.40508 3.98716 -0.65 -0.39 -0.64 0.477
O -1.98004 2.50981 -1.85950 -0.04 1.01 -0.36 -0.960
H -1.19565 2.80278 -2.32111 0.22 0.16 -0.47 0.469
H -1.66098 1.71353 -1.43787 0.18 -1.39 0.46 0.520
O -2.20931 3.48372 0.57585 -1.15 2.58 0.59 -0.979
H -2.76056 4.30651 0.40950 1.06 -1.58 0.35 0.478
H -1.87735 3.23756 -0.29395 0.21 -0.04 -0.85 0.505
O 2.63807 -1.59711 1.90454 -0.98 -0.56 0.63 -0.984
H 1.71046 -1.94723 1.94560 1.35 0.47 -0.34 0.473
H 2.99254 -1.86187 1.03872 -0.54 0.21 0.17 0.501
O 2.54572 -2.02245 -0.80505 1.91 0.32 -0.38 -0.941
H 3.37510 -2.34224 -1.20159 0.15 0.85 0.12 0.475
H 2.06301 -2.80853 -0.95894 -1.90 -1.44 -0.01 0.489
O 0.46390 2.80071 3.70123 -0.19 0.34 0.39 -0.988
H -0.39671 2.45279 3.44687 -0.39 0.19 0.06 0.478
H 1.00355 2.00807 3.79114 -0.01 0.01 -0.18 0.474
O -2.62004 -0.51155 -2.28531 0.35 -1.11 -1.51 -0.987
H -3.39856 -0.19380 -1.88651 -1.78 0.76 0.54 0.473
H -2.02274 -0.49438 -1.54716 1.25 0.50 0.82 0.493
O 1.31062 0.32915 -1.95244 2.94 -1.25 -2.24 -0.988
H 1.85557 -0.41251 -1.60098 -0.39 0.82 -0.27 0.492
H 0.63261 0.43436 -1.33809 -2.71 0.61 2.23 0.498
O 1.27977 -4.90630 -1.46351 -1.60 -0.17 1.71 -0.934
H 0.52629 -4.60900 -1.97284 -0.43 0.09 0.06 0.473
H 1.96410 -4.78146 -2.06361 2.15 0.18 -1.81 0.468
O -2.41855 2.19291 3.03016 -0.09 -0.92 1.34 -0.970
H -2.52514 1.35310 2.57153 -0.38 -0.08 0.12 0.479
H -2.12477 2.72006 2.31116 0.35 1.30 -1.20 0.488
O 0.84115 -3.11952 -4.12834 0.00 -0.11 -0.05 -0.993
H 0.01157 -3.41176 -3.72346 0.19 0.35 -0.35 0.450
H 0.66924 -2.18116 -4.39892 -0.17 -0.44 0.49 0.514
O -0.30021 -0.63603 -3.98589 0.24 -0.53 -0.49 -0.998
H 0.25622 -0.37873 -3.21291 -0.30 0.10 0.02 0.508
H -1.02965 -1.20459 -3.68941 0.11 0.83 0.28 0.480
```
Positions in Å, forces in eV/Å.

For the energy above the lowest of the compared OMol25 structures with the same formula, charge and spin, the calculation gives 2.130 eV. The net charge is -1. Its frontier orbital gap is 7.9673 eV. As for the HOMO energy: -5.76 eV. The calculation puts the total energy at -1340.3970 Ha. The value obtained for the LUMO energy is 2.21 eV. The calculation puts the max |F| at 0.0760 Eh/bohr.

***

Entry 5:
Molecular formula: C3H6N2OS
Method: DFT, ωB97M-V with the def2-TZVPD basis set

```
13
Properties=species:S:1:pos:R:3:forces:R:3:nbo_charge:R:1
C 1.65949 -0.08198 0.04685 -0.15 -1.62 -0.37 0.530
C 1.32365 1.27290 0.21468 -0.04 1.12 -0.03 -0.275
C -1.68958 -0.20623 -1.17489 0.00 -0.12 -0.24 -0.559
N -1.44146 0.27181 1.33497 -0.01 0.91 -0.16 -1.154
N 0.58128 -0.97856 -0.07482 -0.27 -0.14 -0.04 -0.867
O 2.78776 -0.55527 -0.03595 -0.07 0.51 0.09 -0.558
S -1.10370 -0.81566 0.29776 0.50 -0.44 0.36 1.261
H 0.30742 1.59263 0.35862 -0.17 -0.01 0.08 0.215
H 2.10822 2.00109 0.15915 0.26 0.14 0.07 0.198
H -2.71578 0.10801 -1.19115 -0.22 0.22 0.15 0.213
H -1.27369 -0.63601 -2.06808 0.25 0.01 -0.15 0.206
H -1.43222 -0.03408 2.29520 -0.03 -0.58 0.08 0.375
H 0.88860 -1.93864 -0.16233 -0.05 0.00 0.16 0.416
```
Positions in Å, forces in eV/Å.

For the energy above the lowest of the compared OMol25 structures with the same formula, charge and spin, the calculation gives 5.955 eV. Its frontier orbital gap (alpha / beta) is 7.8370 / 7.3767 eV. As for the HOMO energy (alpha / beta): -9.15 / -8.70 eV. The calculation puts the total energy at -700.6704 Ha. The value obtained for the LUMO energy (alpha / beta) is -1.32 / -1.32 eV. The calculation puts the max |F| at 0.0323 Eh/bohr.